{
  "formula": "C41H31BrIrN6O8S3",
  "method": "the ωB97M-V functional and the def2-TZVPD basis",
  "symbols": ["Ir", "O", "S", "O", "O", "C", "C", "C", "C", "C", "C", "S", "O", "O", "O", "H", "H", "H", "H", "S", "C", "C", "C", "C", "C", "C", "C", "C", "C", "N", "H", "H", "H", "H", "H", "H", "Br", "C", "C", "C", "C", "C", "C", "N", "N", "C", "C", "C", "C", "O", "C", "N", "C", "C", "C", "C", "H", "H", "H", "H", "H", "H", "H", "H", "H", "C", "N", "N", "C", "O", "C", "C", "C", "C", "C", "C", "C", "C", "C", "H", "H", "H", "H", "H", "H", "H", "H", "H", "H", "H", "H"],
  "xyz": [[-1.250, 0.455, -0.634], [-0.943, -3.749, 2.001], [0.338, -3.965, 1.349], [1.417, -4.589, 2.090], [1.341, -1.325, 1.108], [0.083, -4.985, -0.112], [0.283, -6.349, 0.094], [0.155, -7.226, -0.963], [-0.137, -6.736, -2.230], [-0.310, -5.380, -2.428], [-0.211, -4.478, -1.367], [-0.544, -2.792, -1.905], [-0.348, -1.868, -0.741], [0.471, -2.556, -2.910], [-1.910, -2.832, -2.341], [0.547, -6.701, 1.081], [0.295, -8.287, -0.803], [-0.222, -7.413, -3.069], [-0.529, -4.995, -3.414], [-5.454, -0.723, 0.187], [-4.418, -1.784, 1.042], [-3.098, -1.508, 0.852], [-2.916, -0.400, -0.016], [-4.103, 0.130, -0.449], [-4.124, 1.254, -1.349], [-5.268, 1.905, -1.813], [-5.127, 2.977, -2.667], [-3.852, 3.381, -3.050], [-2.770, 2.685, -2.551], [-2.898, 1.654, -1.725], [-4.842, -2.572, 1.644], [-2.299, -2.075, 1.301], [-6.244, 1.565, -1.494], [-6.000, 3.498, -3.037], [-3.699, 4.213, -3.722], [-1.763, 2.958, -2.835], [6.175, 3.730, 5.283], [4.378, 3.266, 5.661], [3.350, 3.958, 5.037], [2.037, 3.604, 5.286], [1.743, 2.547, 6.163], [2.800, 1.890, 6.812], [4.110, 2.239, 6.558], [0.470, 2.063, 6.398], [-0.501, 2.654, 5.749], [-0.914, 2.368, 4.520], [-1.865, 3.251, 3.948], [-2.182, 3.201, 2.616], [-1.608, 2.246, 1.758], [-1.812, 2.262, 0.484], [-0.753, 1.251, 2.331], [-0.251, 0.319, 1.450], [0.652, -0.531, 1.913], [0.973, -0.630, 3.284], [0.432, 0.255, 4.162], [-0.410, 1.286, 3.691], [3.579, 4.773, 4.364], [1.230, 4.145, 4.811], [2.563, 1.092, 7.504], [4.923, 1.721, 7.048], [-2.283, 4.015, 4.589], [-2.865, 3.919, 2.181], [0.871, -1.461, 0.242], [1.640, -1.422, 3.590], [0.647, 0.174, 5.217], [2.900, 0.808, -4.911], [1.762, -0.015, -4.541], [0.951, 0.449, -3.507], [-0.332, -0.028, -3.701], [-1.242, 0.040, -2.855], [-0.343, -0.614, -5.002], [0.929, -0.581, -5.468], [1.470, -1.037, -6.776], [1.516, 0.759, -2.244], [2.567, 0.010, -1.731], [3.144, 0.394, -0.531], [2.658, 1.487, 0.177], [1.585, 2.207, -0.322], [1.020, 1.860, -1.546], [3.417, 1.127, -4.010], [2.599, 1.690, -5.483], [3.585, 0.204, -5.502], [-1.195, -1.106, -5.438], [0.702, -1.588, -7.314], [2.333, -1.687, -6.638], [1.777, -0.188, -7.391], [2.906, -0.868, -2.266], [3.960, -0.189, -0.125], [3.102, 1.759, 1.126], [1.180, 3.047, 0.226], [0.267, 2.489, -1.997]],
  "forces_ev_per_angstrom": [[0.038, 0.524, -0.041], [-0.053, 0.026, 0.007], [-0.042, 0.018, -0.034], [0.022, -0.014, 0.046], [-0.117, -0.100, -0.232], [0.089, -0.011, -0.025], [-0.004, -0.009, -0.011], [-0.005, 0.009, 0.011], [0.014, 0.001, -0.009], [-0.032, -0.012, 0.006], [-0.079, -0.039, -0.022], [0.123, 0.106, 0.093], [-0.102, -0.211, 0.094], [0.050, -0.009, -0.025], [0.001, 0.023, -0.053], [0.000, -0.001, 0.002], [0.004, 0.001, 0.002], [-0.005, 0.002, -0.002], [-0.014, -0.002, 0.003], [0.017, 0.009, -0.002], [0.000, -0.006, 0.020], [0.024, 0.029, 0.033], [0.086, -0.054, -0.028], [-0.042, -0.018, 0.027], [0.004, 0.040, 0.011], [0.003, -0.014, -0.011], [-0.001, 0.009, 0.002], [-0.008, -0.003, 0.001], [0.031, -0.011, -0.010], [-0.103, -0.151, 0.014], [0.013, -0.001, -0.001], [0.012, -0.040, 0.005], [0.000, 0.000, 0.001], [-0.002, -0.003, 0.000], [0.003, 0.000, 0.002], [0.069, -0.020, 0.021], [-0.003, 0.007, 0.014], [-0.010, 0.022, -0.017], [0.003, 0.004, 0.023], [-0.014, 0.005, -0.019], [-0.064, -0.024, 0.022], [0.018, -0.021, 0.019], [0.002, -0.010, 0.018], [-0.059, -0.051, -0.109], [0.092, 0.080, 0.012], [0.016, -0.148, 0.040], [-0.004, 0.011, -0.034], [-0.041, 0.026, 0.012], [0.054, -0.050, 0.037], [0.076, -0.029, -0.082], [-0.056, 0.030, -0.065], [0.011, -0.172, 0.068], [-0.060, 0.121, 0.054], [0.014, 0.002, -0.024], [0.008, 0.069, -0.013], [0.043, 0.065, 0.043], [-0.001, -0.010, -0.007], [-0.003, -0.017, -0.012], [0.000, -0.001, -0.010], [0.000, -0.002, -0.005], [0.014, -0.001, 0.010], [0.010, 0.000, -0.005], [-0.006, 0.061, 0.086], [0.010, 0.002, -0.007], [0.025, 0.026, 0.036], [-0.040, 0.080, -0.046], [0.091, -0.093, 0.116], [-0.149, -0.045, -0.027], [0.120, 0.041, 0.086], [0.137, -0.082, -0.026], [-0.025, 0.023, -0.018], [-0.044, 0.057, -0.070], [0.005, -0.025, 0.007], [-0.025, 0.037, 0.033], [0.027, -0.016, 0.012], [0.008, -0.001, -0.010], [-0.039, 0.002, 0.003], [-0.029, -0.032, -0.005], [0.028, -0.033, 0.006], [0.016, -0.024, 0.002], [-0.009, 0.006, 0.016], [-0.011, 0.002, -0.013], [0.000, 0.004, -0.008], [0.000, 0.003, -0.003], [-0.005, -0.004, 0.007], [0.002, -0.004, 0.000], [-0.013, 0.002, -0.011], [-0.003, 0.001, -0.001], [-0.003, 0.004, -0.008], [-0.003, 0.009, 0.016], [-0.108, 0.029, -0.038]],
  "spin_multiplicity": 6,
  "lumo_energy_ev": [-0.2, -1.4],
  "charge": 0,
  "e_homo_ev": [-6.43, -7.82]
}

=====

{
  "formula": "C41H31BrN5NaO2S",
  "method": "the ωB97M-V functional and the def2-TZVPD basis",
  "symbols": ["Na", "O", "C", "C", "C", "C", "C", "C", "C", "N", "C", "C", "N", "C", "C", "C", "C", "C", "C", "C", "O", "H", "H", "H", "H", "H", "H", "H", "H", "H", "H", "H", "H", "H", "H", "S", "C", "C", "C", "C", "C", "C", "N", "C", "C", "C", "C", "C", "C", "C", "H", "H", "H", "H", "H", "H", "H", "H", "Br", "C", "C", "C", "C", "C", "C", "N", "C", "C", "C", "C", "C", "C", "N", "H", "H", "H", "H", "H", "H", "H", "H", "H"],
  "xyz": [[0.079, -0.516, 0.503], [1.955, 0.343, -0.456], [2.929, -0.411, -0.741], [3.588, -0.309, -2.018], [4.645, -1.103, -2.374], [5.169, -2.064, -1.492], [4.575, -2.184, -0.255], [3.476, -1.412, 0.144], [3.000, -1.625, 1.502], [1.935, -1.175, 2.034], [1.780, -1.372, 3.459], [2.025, -0.057, 4.213], [0.937, 0.901, 4.050], [0.880, 1.467, 2.923], [-0.253, 2.397, 2.524], [-0.557, 3.439, 3.584], [-1.763, 4.069, 3.578], [-2.843, 3.559, 2.815], [-2.744, 2.281, 2.262], [-1.539, 1.549, 2.309], [-1.438, 0.306, 2.159], [3.191, 0.428, -2.705], [5.087, -0.984, -3.360], [6.009, -2.687, -1.774], [4.964, -2.910, 0.456], [3.682, -2.238, 2.120], [2.493, -2.122, 3.842], [0.766, -1.719, 3.670], [2.980, 0.357, 3.865], [2.126, -0.282, 5.278], [1.628, 1.271, 2.146], [0.243, 3.732, 4.253], [-1.926, 4.930, 4.221], [-3.784, 4.096, 2.786], [-3.619, 1.765, 1.881], [-2.623, 3.256, -1.468], [-3.383, 1.722, -1.692], [-4.568, 1.410, -2.356], [-4.989, 0.094, -2.347], [-4.257, -0.892, -1.675], [-3.082, -0.587, -1.019], [-2.629, 0.732, -1.052], [-1.463, 1.184, -0.442], [-1.350, 2.454, -0.552], [-0.228, 3.264, -0.021], [0.372, 4.119, -0.955], [1.489, 4.866, -0.647], [2.028, 4.758, 0.628], [1.420, 3.940, 1.557], [0.275, 3.180, 1.281], [-5.143, 2.176, -2.861], [-5.904, -0.174, -2.862], [-4.617, -1.914, -1.669], [-2.505, -1.331, -0.486], [-0.039, 4.149, -1.957], [1.947, 5.499, -1.397], [2.922, 5.310, 0.897], [1.837, 3.879, 2.555], [-0.149, 0.141, -7.312], [-0.198, -0.548, -5.526], [0.280, 0.228, -4.475], [0.239, -0.265, -3.188], [-0.271, -1.552, -2.908], [-0.759, -2.303, -4.001], [-0.720, -1.806, -5.295], [-0.320, -1.953, -1.602], [-0.450, -3.242, -1.306], [-0.758, -3.665, 0.010], [-0.806, -5.038, 0.373], [-1.141, -5.390, 1.653], [-1.436, -4.390, 2.597], [-1.356, -3.070, 2.170], [-1.027, -2.702, 0.941], [0.685, 1.214, -4.668], [0.631, 0.315, -2.359], [-1.215, -3.268, -3.823], [-1.112, -2.392, -6.118], [-0.276, -4.022, -2.052], [-0.572, -5.792, -0.371], [-1.176, -6.438, 1.937], [-1.708, -4.629, 3.616], [-1.571, -2.246, 2.848]],
  "forces_ev_per_angstrom": [[-0.107, -0.125, 0.006], [0.073, 0.007, 0.082], [-0.048, 0.022, -0.078], [0.018, 0.011, 0.018], [0.016, -0.004, 0.001], [-0.023, 0.013, -0.003], [0.025, -0.018, -0.001], [0.013, -0.017, 0.088], [-0.026, 0.011, -0.057], [0.040, 0.015, 0.050], [0.000, 0.005, -0.017], [-0.012, -0.013, 0.012], [0.046, 0.013, 0.004], [-0.051, -0.019, 0.016], [0.020, -0.019, 0.004], [-0.008, 0.023, -0.020], [0.024, 0.014, 0.023], [-0.019, -0.058, -0.034], [-0.063, 0.071, 0.053], [0.133, -0.086, -0.017], [0.015, 0.161, 0.006], [0.002, 0.002, 0.001], [-0.004, 0.000, -0.001], [0.000, -0.001, -0.002], [-0.002, 0.000, -0.001], [0.006, -0.012, -0.011], [-0.011, -0.011, -0.005], [-0.005, 0.020, -0.006], [0.001, 0.003, 0.003], [-0.004, 0.006, 0.000], [-0.013, -0.009, -0.012], [-0.009, 0.008, 0.005], [0.015, -0.001, 0.004], [-0.005, -0.005, -0.005], [-0.002, -0.003, 0.003], [0.028, 0.043, 0.057], [-0.129, -0.076, -0.066], [0.019, 0.009, 0.017], [-0.012, -0.001, -0.011], [0.014, -0.004, 0.009], [-0.016, -0.015, -0.039], [0.139, 0.020, 0.202], [-0.169, -0.050, -0.516], [0.100, 0.118, 0.281], [-0.109, -0.109, -0.140], [0.042, -0.004, -0.004], [-0.027, -0.012, -0.028], [0.006, -0.006, 0.024], [-0.005, 0.013, -0.031], [0.000, 0.044, 0.147], [0.000, 0.002, 0.000], [-0.002, -0.001, 0.002], [-0.006, 0.001, -0.001], [0.008, 0.002, -0.004], [0.019, 0.021, -0.007], [0.004, 0.001, 0.003], [0.000, -0.001, 0.002], [0.009, 0.008, -0.001], [0.001, -0.004, 0.007], [-0.008, -0.026, 0.000], [0.012, 0.033, 0.003], [0.022, 0.022, -0.023], [-0.046, -0.053, 0.008], [-0.003, -0.004, 0.021], [0.009, 0.025, -0.006], [0.088, -0.026, -0.069], [0.004, 0.042, 0.051], [-0.002, 0.021, -0.034], [-0.006, -0.013, 0.000], [0.003, -0.017, 0.003], [-0.004, 0.002, -0.009], [0.002, -0.034, -0.005], [0.005, 0.033, 0.050], [0.002, -0.001, 0.006], [-0.015, -0.001, 0.005], [-0.001, -0.005, -0.009], [-0.002, -0.003, 0.002], [-0.012, -0.011, -0.001], [-0.002, 0.002, -0.003], [-0.001, 0.001, -0.003], [-0.002, 0.009, 0.002], [0.006, 0.001, 0.000]],
  "lumo_energy_ev": [3.8, 3.8],
  "charge": -2,
  "e_homo_ev": [-0.19, -0.26]
}

=====

Calculated ΔE to the lowest compared entry with this formula, charge and spin (kcal/mol), listed in the same order as above: 1.19 8.43